DFT (ωB97M-V/def2-TZVPD) results for a cluster of 13 separate species, C15H56N10O13 in total in a non-equilibrium geometry.

Computed properties:
**Frontier orbital gap**: 0.266 hartree
**HOMO level**: -0.2862 hartree
**LUMO energy**: -0.537 eV

Each line ends with the Mulliken charge.
CARTESIAN COORDINATES (ANGSTROEM)
C -20.07179 6.73110 12.48631  -1.140
C -20.03414 6.47657 13.96964  -0.611
O -18.86721 5.78093 14.22856  0.066
H -19.12522 7.21364 12.17645  0.280
H -20.80122 7.38474 12.15204  0.582
H -20.28905 5.72750 12.00654  0.095
H -20.92236 6.08695 14.26697  0.413
H -19.90782 7.37814 14.47158  0.504
H -18.77173 5.35839 13.37663  -0.279
C -13.88052 5.10652 9.89468  -1.260
C -13.29840 4.13408 10.93393  -0.474
O -14.24731 3.51427 11.74374  -0.365
H -14.66140 4.66592 9.31716  0.312
H -13.09614 5.47420 9.24832  0.407
H -14.40962 5.85398 10.35175  0.392
H -12.60060 4.65733 11.63279  0.253
H -12.68795 3.42700 10.38546  0.472
H -14.75010 2.78391 11.27659  0.165
C -13.02663 0.88521 14.52703  0.339
O -11.78154 0.30832 14.71342  -0.719
N -13.46336 1.25738 13.37191  -0.097
N -13.85196 1.37070 15.37729  0.222
H -12.72922 1.12975 12.70053  0.072
H -14.09209 2.06112 13.18916  0.104
H -13.62025 1.17095 16.40508  0.248
H -14.87651 1.32415 15.24359  -0.380
C -16.41883 -0.98335 13.22535  0.362
O -17.26883 -1.96388 13.58545  -0.670
N -15.10581 -0.99018 13.49315  -0.267
N -16.83021 0.03558 12.47393  -0.462
H -14.87548 -1.66452 14.21346  0.303
H -14.47292 -0.12000 13.37753  0.341
H -17.80395 -0.03616 11.99422  0.243
H -16.16479 0.48047 11.88291  0.196
C -15.16668 6.41660 13.90783  0.689
O -13.90438 6.81560 14.20764  -0.836
N -16.22127 6.95054 14.52831  -0.190
N -15.54841 5.62537 12.93075  0.237
H -15.99182 7.53567 15.30809  0.285
H -17.17453 6.54094 14.65767  0.035
H -14.79370 5.06060 12.51756  0.038
H -16.48442 5.29201 12.76921  0.076
C -12.15265 4.20039 15.18651  0.487
O -11.28499 3.30681 15.77640  -0.784
N -13.38886 3.97702 14.94852  -0.036
N -11.85720 5.39088 14.86333  -0.285
H -13.73782 2.97132 15.14260  -0.061
H -14.12107 4.55942 14.48960  -0.035
H -10.85976 5.79748 14.98927  0.246
H -12.65495 6.03936 14.60317  0.368
C -18.78623 3.50422 11.01237  0.060
O -17.95794 4.23753 11.79051  -0.453
N -19.76268 2.72226 11.40480  -0.132
N -18.67634 3.37131 9.71272  -0.493
H -19.87817 2.49900 12.37015  0.236
H -20.48702 2.22350 10.84978  0.268
H -18.03737 4.07707 9.36979  0.307
H -19.45443 3.23474 9.01632  0.237
C -20.53339 -0.68897 16.62887  -0.955
O -19.47876 -0.28629 15.79707  -0.362
H -21.41879 -0.16862 16.38554  0.367
H -20.47782 -0.46233 17.68489  0.336
H -20.84171 -1.72053 16.52531  0.315
H -18.81615 0.06988 16.38534  0.159
C -16.77537 2.95251 14.36323  -0.828
O -16.82706 1.54548 14.73356  3.066
H -16.30315 2.99043 13.34650  -0.290
H -16.40981 3.69906 15.06647  0.221
H -17.74834 3.44786 14.14479  0.185
H -17.04673 1.00312 13.91322  -0.909
C -20.42731 2.75110 14.59240  -0.233
O -19.94101 1.68321 13.81537  -0.490
H -20.38789 3.69851 14.07927  -0.282
H -20.03722 2.97404 15.56653  0.234
H -21.56929 2.64440 14.71332  0.326
H -19.98967 0.83092 14.26263  0.240
C -18.08572 5.44538 17.38864  0.320
O -17.11326 6.42429 17.61493  -0.557
H -17.70844 4.52499 17.06819  -0.208
H -18.51003 5.84808 16.47466  -0.224
H -18.81020 5.42102 18.21624  0.364
H -16.31004 5.94205 17.83727  0.327
C -16.13192 -1.77413 16.50606  -0.626
O -16.98264 -2.02635 17.65109  -0.572
H -16.26751 -2.68406 15.90482  0.404
H -15.09438 -1.80710 16.84441  0.275
H -16.46607 -0.87035 16.02267  0.074
H -17.81301 -2.41360 17.33110  0.297
C -17.12154 1.42396 18.10261  -0.845
O -18.00003 1.91186 17.13034  -0.667
H -16.08955 1.70671 18.06811  0.276
H -17.36569 0.39183 18.33942  0.376
H -17.41690 1.91076 19.04220  0.346
H -17.59260 1.94150 16.27471  -0.369